(1)
Density functional theory data (the ωB97M-V functional and the def2-TZVPD basis) for C35H46F4KN8O2PSe as an isolated structure.

For the highest occupied orbital energy, the calculation gives -5.92 eV. The largest force on an atom is 0.09 eV Å⁻¹. The value obtained for the gap between HOMO and LUMO is 0.1894 hartree. Its energy relative to the best compared isomer or geometry (same formula, charge and spin) is 0.9 kcal per mole.

The geometry in ORCA input format:
```
! RIJCOSX wB97M-V def2-TZVPD def2/J DEFGRID3
* xyz 0 1
K 1.726 -0.560 -0.026
C 2.992 1.078 -2.971
N 3.333 1.098 -1.562
C 3.115 2.418 -0.995
C 4.699 0.616 -1.361
C 5.158 0.553 0.093
N 4.238 -0.245 0.876
C 4.625 -0.722 2.054
C 3.758 -1.628 2.740
F 2.552 -1.910 2.156
C 4.051 -2.239 3.929
F 3.148 -3.099 4.451
C 5.239 -2.006 4.602
C 6.095 -1.105 3.995
F 7.259 -0.803 4.606
C 5.820 -0.485 2.796
F 6.728 0.420 2.345
H 3.112 0.068 -3.365
H 3.625 1.757 -3.568
H 1.951 1.384 -3.104
H 3.789 3.176 -1.428
H 3.271 2.392 0.084
H 2.083 2.721 -1.178
H 5.411 1.247 -1.925
H 4.744 -0.391 -1.787
H 5.277 1.574 0.482
H 6.171 0.135 0.062
H 5.478 -2.484 5.539
C -0.939 -1.451 -2.045
C -1.098 -2.406 -0.890
O -0.173 -2.618 -0.127
C -2.426 -3.048 -0.649
C -2.513 -4.045 0.320
C -3.735 -4.630 0.606
C -4.879 -4.215 -0.064
C -4.800 -3.219 -1.027
C -3.574 -2.642 -1.324
H 0.109 -1.409 -2.335
H -1.262 -0.461 -1.705
H -1.532 -1.739 -2.911
H -1.611 -4.346 0.836
H -3.798 -5.410 1.354
H -5.834 -4.671 0.164
H -5.691 -2.895 -1.549
H -3.521 -1.862 -2.073
Se 0.031 -5.154 -2.860
N 0.602 -5.859 -1.330
C 1.579 -5.085 -0.917
C 2.336 -5.289 0.282
C 3.301 -4.392 0.560
C 3.523 -3.265 -0.317
N 2.869 -3.025 -1.411
C 1.900 -3.942 -1.750
N 1.187 -3.809 -2.845
H 2.111 -6.131 0.921
H 3.905 -4.465 1.455
H 4.258 -2.517 -0.025
O -0.133 1.274 0.014
P -1.459 1.932 0.091
N -2.275 1.821 -1.342
C -3.720 1.646 -1.500
C -3.871 1.437 -3.003
C -2.809 2.377 -3.573
C -1.634 2.204 -2.609
N -1.365 3.538 0.433
C -0.392 4.052 1.413
C -0.740 5.539 1.522
C -1.392 5.857 0.178
C -2.217 4.602 -0.093
N -2.419 1.269 1.244
C -2.462 -0.171 1.524
C -3.271 -0.241 2.813
C -4.301 0.871 2.610
C -3.495 1.987 1.940
H -4.281 2.536 -1.185
H -4.077 0.797 -0.912
H -4.877 1.653 -3.357
H -3.630 0.402 -3.258
H -3.175 3.406 -3.535
H -2.537 2.155 -4.604
H -1.045 3.118 -2.499
H -0.951 1.417 -2.945
H 0.624 3.893 1.047
H -0.484 3.539 2.373
H 0.136 6.151 1.732
H -1.461 5.697 2.327
H -0.627 5.963 -0.595
H -1.996 6.763 0.193
H -2.428 4.450 -1.152
H -3.177 4.658 0.439
H -1.455 -0.575 1.618
H -2.982 -0.720 0.728
H -2.627 -0.011 3.665
H -3.719 -1.220 2.972
H -4.774 1.203 3.533
H -5.086 0.522 1.935
H -3.076 2.677 2.679
H -4.113 2.572 1.254
*
```



(2)
Density functional theory data (the ωB97M-V functional and the def2-TZVPD basis) for one molecule with the formula C5H7Cl.

As for the structure (SMILES): C#CC[C@H](C)Cl. For the highest occupied orbital energy, the calculation gives -10.07 eV. The largest force on an atom is 4.12 eV Å⁻¹. The value obtained for the gap between HOMO and LUMO is 0.4016 hartree. Its energy relative to the best compared isomer or geometry (same formula, charge and spin) is 48.9 kcal per mole.

The geometry in ORCA input format:
```
! RIJCOSX wB97M-V def2-TZVPD def2/J DEFGRID3
* xyz 0 1
C 0.610 -0.677 2.733
C -0.023 -0.365 1.753
C -0.868 -0.364 0.609
C -0.334 -0.248 -0.807
C 0.830 -1.249 -0.879
Cl -0.099 1.443 -1.259
H 1.114 -0.850 3.617
H -1.556 0.482 0.595
H -1.294 -1.307 0.795
H -1.025 -0.519 -1.494
H 1.321 -1.397 -1.805
H 0.337 -2.255 -0.736
H 1.504 -1.260 -0.023
*
```



(3)
Density functional theory data (the ωB97M-V functional and the def2-TZVPD basis) for an isolated ion of composition C3H7O7PS2 and charge -2.

As for the structure (SMILES): CS(=O)(=O)C(P(=O)([O-])[O-])S(C)(=O)=O. For the highest occupied orbital energy, the calculation gives -0.84 eV. The largest force on an atom is 2.46 eV Å⁻¹. The value obtained for the gap between HOMO and LUMO is 0.2288 hartree. Its energy relative to the best compared isomer or geometry (same formula, charge and spin) is 0.0 kcal per mole.

The geometry in ORCA input format:
```
! RIJCOSX wB97M-V def2-TZVPD def2/J DEFGRID3
* xyz -2 1
C 0.185 -1.973 1.392
S -0.460 -1.235 -0.129
O -0.478 -2.166 -1.245
O -1.834 -0.850 0.215
C 0.577 0.347 -0.526
P 2.377 -0.232 0.048
O 3.287 0.651 -0.758
O 2.375 -0.049 1.550
O 2.219 -1.660 -0.421
S -0.411 1.696 -0.001
C -1.981 1.681 -0.993
O 0.180 2.970 -0.386
O -0.814 1.624 1.386
H 0.568 -2.957 1.163
H 1.003 -1.312 1.696
H -0.638 -1.981 2.093
H 0.604 0.387 -1.610
H -1.720 1.873 -2.027
H -2.439 0.710 -0.855
H -2.599 2.475 -0.592
*
```



(4)
Density functional theory data (the ωB97M-V functional and the def2-TZVPD basis) for one molecule with the formula C3H7PS2.

As for the structure (SMILES): CPC(=S)CS. For the highest occupied orbital energy (alpha / beta), the calculation gives -8.71 / -8.71 eV. The largest force on an atom is 5.03 eV Å⁻¹. The value obtained for the gap between HOMO and LUMO (alpha / beta) is 0.2846 / 0.2846 hartree. Its energy relative to the best compared isomer or geometry (same formula, charge and spin) is 37.4 kcal per mole.

The geometry in ORCA input format:
```
! RIJCOSX wB97M-V def2-TZVPD def2/J DEFGRID3
* xyz 0 1
C -1.645 0.585 0.204
P -0.185 1.256 1.146
C 1.141 0.563 0.125
S 2.748 1.317 0.180
C 1.050 -0.736 -0.683
S 0.151 -1.926 0.404
H -1.956 0.621 -0.864
H -2.378 1.166 0.788
H -1.729 -0.482 0.437
H -0.493 2.453 0.628
H 2.010 -1.129 -0.829
H 0.438 -0.625 -1.687
H 0.848 -3.063 0.152
*
```